Here is a cluster of 2 separate species, C3H10N4 in total in a non-equilibrium geometry from the OMol25 dataset. Energies are from ωB97M-V with the def2-TZVPD basis set.

The geometry in XYZ format:
```
17
Properties=species:S:1:pos:R:3:forces:R:3
C 3.53184 0.19016 -1.40712 4.170 2.913 6.003
C 3.70111 -1.11253 0.48403 -0.320 2.039 -0.305
C 5.07129 1.06180 0.61969 2.168 1.079 2.151
N 2.72037 -0.84235 -1.47345 -1.006 -0.011 -2.908
N 4.25162 0.13870 -0.05355 -4.365 -1.622 -4.994
N 2.81591 -1.58707 -0.50892 -0.993 -2.190 2.345
N -9.83212 -0.08124 0.02175 0.693 0.067 -2.112
H 3.60517 1.06793 -2.08603 0.131 -0.970 0.473
H 4.43358 -1.87716 0.48573 1.296 -0.971 0.457
H 3.19850 -1.04732 1.48616 0.472 0.085 -0.801
H 4.62151 1.98725 0.87659 -1.931 0.615 0.688
H 5.54765 0.74407 1.66746 -0.787 0.030 -2.846
H 5.71402 1.59398 -0.07267 1.235 -0.995 -0.263
H -10.58167 -0.68635 -0.16317 -1.347 -1.716 -0.061
H -10.01067 0.69428 -0.57363 0.019 1.327 -0.841
H -8.94215 -0.47753 -0.23297 0.537 -0.463 -0.033
H -9.84598 0.23338 0.93010 0.029 0.783 3.046
```
Positions in Å, forces in eV/Å.

The calculation puts the HOMO-LUMO gap at 8.40 eV. The value obtained for the HOMO energy is -0.6119 hartree. Its largest force on an atom is 7.87 eV/A. The charge is +2. The value obtained for the energy above the lowest of the compared OMol25 structures with the same formula, charge and spin is 64.37 kcal per mole.

Löwdin population analysis, charges in e, atoms 1 to 6:
1. C 0.1256
2. C -0.1197
3. C -0.0461
4. N 0.0587
5. N -0.0183
6. N 0.0986